Record 1
The following is a DFT calculation (the ωB97M-V functional and the def2-TZVPD basis) of 6 unconnected molecules or ions with the total composition H12O6 in a non-equilibrium geometry.

Structure (XYZ):
```
18
Properties=species:S:1:pos:R:3:lowdin_charge:R:1
O -1.10769 -0.97056 -0.16446 -0.0810
H -0.50328 -0.55414 -0.79428 0.0343
H -1.79288 -0.27934 -0.22247 -0.0506
O -0.28202 1.57419 -1.20208 -0.0780
H -0.03125 1.44842 -0.25978 0.0178
H 0.18696 2.34456 -1.53675 0.0610
O -2.78660 0.77162 -0.60449 -0.0287
H -2.21720 1.53207 -0.83366 0.0541
H -3.01335 0.39894 -1.46240 0.0784
O 2.64267 -1.95495 -1.26132 -0.0568
H 3.35133 -2.28492 -0.69019 0.0358
H 2.78720 -2.35700 -2.11780 0.0262
O 0.95523 1.49256 1.30414 -0.0739
H 0.40153 0.80720 1.72192 -0.0002
H 1.87512 1.20804 1.44018 0.0639
O -0.19734 -0.72720 2.38186 -0.0702
H 0.36797 -1.40709 2.74211 0.0475
H -0.63638 -1.04240 1.55947 0.0204
```

Output
HOMO level   -10.7967 eV

---

Record 2
The following is a DFT calculation (the ωB97M-V functional and the def2-TZVPD basis) of a single C10H9ClF3N molecule in a non-equilibrium geometry.

Structure (XYZ):
```
24
Properties=species:S:1:pos:R:3:lowdin_charge:R:1
C -0.42675 -1.87875 -1.85766 0.0493
C -1.02037 -1.93129 -0.67125 -0.0907
C -0.39901 -1.45089 0.68783 -0.1153
N -0.47704 -0.00754 0.72204 -0.0361
C -1.63226 0.53631 1.15482 -0.0670
C -2.00149 1.84415 0.90083 -0.0551
C -1.25753 2.54283 -0.11026 -0.0723
C -0.11222 2.05064 -0.60225 -0.0668
C 0.43303 0.88579 0.00453 -0.2137
C 1.74766 0.57049 -0.10476 -0.4941
Cl 2.71508 1.36628 -1.33665 0.7148
C 2.54025 -0.49743 0.61252 -0.6480
F 2.15616 -0.74254 1.89541 0.1267
F 2.41569 -1.69054 -0.05394 0.0728
F 3.83163 -0.25468 0.62662 0.1319
H -0.77432 -2.32076 -2.68657 0.0212
H 0.39629 -1.20966 -1.90624 0.0527
H -1.91693 -2.46371 -0.64264 0.0672
H -0.69157 -1.91942 1.58118 0.1131
H 0.67926 -1.70097 0.52084 0.0952
H -2.21070 -0.26075 1.66777 0.1416
H -2.81932 2.34954 1.32885 0.0788
H -1.64246 3.45913 -0.52917 0.1096
H 0.46692 2.72377 -1.20183 0.0845
```

Output
HOMO level (alpha / beta)   -7.4923 / -7.4925 eV

---

Record 3
The following is a DFT calculation (the ωB97M-V functional and the def2-TZVPD basis) of a gas-phase ion, CH3N2O2 (charge -1) in a non-equilibrium geometry.

Structure (XYZ):
```
8
Properties=species:S:1:pos:R:3:lowdin_charge:R:1
O -0.86552 1.78577 0.73274 -0.2799
N -0.61981 0.53629 0.89094 -0.2625
C 0.60694 0.06438 0.46200 -0.2018
N -0.10484 -0.54025 -1.05032 -0.1834
O -0.35866 -1.79036 -1.11240 -0.2830
H 1.43363 0.73712 0.26438 0.0697
H 0.83851 -0.86339 0.97949 0.0737
H -0.93025 0.07044 -1.16684 0.0672
```

Output
Charge   -1
HOMO level (alpha / beta)   -1.9916 / -2.8824 eV

---

Record 4
The following is a DFT calculation (the ωB97M-V functional and the def2-TZVPD basis) of a molecular structure, C53H39AlAsN3O2S6 in a non-equilibrium geometry.

Structure (XYZ):
```
105
Properties=species:S:1:pos:R:3:lowdin_charge:R:1
Al 9.52777 12.38646 14.81906 0.0302
C 17.53833 15.14858 15.10938 -0.0477
C 16.31347 14.28554 15.18262 -0.2797
C 15.07569 14.90725 15.05053 -0.0254
C 13.87739 14.19735 15.17238 -0.0302
C 13.98190 12.80669 15.23591 -0.3099
C 15.19221 12.14405 15.29645 -0.0462
C 16.35464 12.90956 15.25866 -0.0287
S 12.61447 11.73067 15.28817 0.5966
O 12.38601 11.23284 13.98130 -0.3193
O 12.75338 10.75591 16.36640 -0.2973
N 11.26229 12.64542 15.59180 -0.0971
C 11.26723 13.49250 16.74234 -0.2425
C 12.17602 13.64866 17.79245 -0.0188
C 11.99771 14.65102 18.77699 -0.0606
C 10.96289 15.56261 18.74968 -0.0424
C 9.94659 15.43374 17.76372 -0.1445
C 8.79095 16.21392 17.64645 0.0071
C 7.74117 15.74314 16.86859 -0.0313
C 7.90058 14.58613 16.12390 -0.0985
N 9.04081 13.91674 16.04484 0.0387
C 10.08264 14.31735 16.84706 -0.1100
H 17.55156 15.82252 14.26033 0.0789
H 18.44537 14.55237 15.02616 0.0751
H 17.59299 15.73482 16.03995 0.0909
H 15.06468 16.00061 14.93802 0.1241
H 12.89912 14.69062 15.21984 0.1187
H 15.15611 11.02332 15.29085 0.1394
H 17.33264 12.45117 15.42679 0.1200
H 13.06522 13.01260 17.80339 0.1157
H 12.78237 14.72365 19.57108 0.1248
H 10.98236 16.42068 19.42834 0.1143
H 8.79802 17.17223 18.16323 0.1249
H 6.82167 16.34629 16.82374 0.1193
H 7.06965 14.15222 15.53677 0.1318
C 9.46734 15.70535 12.06559 -0.1036
C 9.01790 15.05422 10.91017 -0.0859
C 8.80161 13.66807 10.93277 -0.0229
C 9.22456 12.93303 12.06594 -0.1756
C 9.56960 13.58649 13.25850 -0.0996
C 9.73882 14.97646 13.19212 -0.1006
C 9.32968 11.44176 12.05670 -0.1737
C 9.10173 10.63451 10.93480 0.0160
C 9.28065 9.24724 11.00199 0.0233
C 9.66496 8.68613 12.23847 -0.1358
C 9.75820 7.25892 12.30922 -0.0491
C 10.29967 6.63898 13.38391 -0.0724
C 10.66039 7.47486 14.48997 -0.0393
C 10.33163 8.83240 14.54785 -0.0201
C 9.83804 9.53303 13.40782 -0.1749
N 9.60152 10.89792 13.27697 0.0737
H 9.68334 16.79669 12.06791 0.1146
H 8.67542 15.64461 10.07555 0.0953
H 8.23231 13.16503 10.16062 0.1006
H 9.97352 15.46132 14.15540 0.1016
H 8.76447 11.10447 10.01194 0.1075
H 9.21746 8.60053 10.14688 0.1134
H 9.56781 6.69176 11.41127 0.1086
H 10.34177 5.56616 13.48761 0.1027
H 11.18396 7.08455 15.37450 0.1157
H 10.54031 9.38640 15.49030 0.1005
C 6.20124 7.74448 15.86186 -0.3976
S 5.68374 9.08337 16.93025 0.8037
C 7.11919 9.55418 17.73465 -1.0864
C 8.02327 10.42753 17.22617 -1.0006
S 7.80645 11.04237 15.61278 0.7550
S 9.42711 10.72237 18.28653 0.9029
C 9.09226 9.44976 19.46994 -1.4698
S 10.14969 9.04292 20.64752 0.5465
S 7.51922 8.73288 19.19626 0.9059
H 5.34311 7.38004 15.34646 0.0157
H 6.59446 6.84971 16.43528 0.0652
H 6.91625 8.05003 15.09714 0.0241
C 12.23347 10.32671 6.83807 -0.0993
C 12.58784 9.60283 7.96993 -0.0995
C 12.95310 10.24918 9.14963 -0.1297
C 12.88396 11.63064 9.23965 -0.4104
C 12.47169 12.35894 8.11090 -0.1000
C 12.15553 11.71055 6.92315 -0.0944
As 13.24178 12.49802 10.93207 1.3855
C 13.95179 14.24931 10.33887 -0.3310
C 13.21540 15.41723 10.24891 -0.1092
C 13.89711 16.60251 10.02016 -0.0844
C 15.28672 16.62364 9.77820 -0.0736
C 16.01334 15.45890 9.95023 -0.0413
C 15.34125 14.27110 10.19634 -0.2039
C 16.00692 12.96681 10.46098 -0.1597
C 17.41092 12.66508 10.34286 -0.0252
C 17.87025 11.48198 10.85766 -0.1045
C 16.98989 10.54568 11.37700 -0.1080
C 15.64824 10.75460 11.40452 -0.1173
C 15.13392 11.96531 10.95162 -0.3114
H 12.04731 9.81142 5.88033 0.1077
H 12.54190 8.51599 8.04063 0.1014
H 13.32368 9.65316 10.01768 0.1076
H 12.41674 13.42073 8.15357 0.0819
H 11.73966 12.31467 6.12515 0.1010
H 12.13067 15.45967 10.29420 0.0932
H 13.31896 17.50884 10.00524 0.0927
H 15.84572 17.51116 9.55932 0.0936
H 17.11099 15.52082 9.93300 0.1139
H 18.05248 13.35349 9.76780 0.1116
H 18.93667 11.28126 10.79878 0.1036
H 17.45192 9.60726 11.70106 0.1094
H 15.05911 9.99150 11.85627 0.0952
```

Output
HOMO level   -7.2952 eV

---

Record 5
The following is a DFT calculation (the ωB97M-V functional and the def2-TZVPD basis) of 2 unconnected molecules or ions with the total composition C12H17N in a non-equilibrium geometry.

Structure (XYZ):
```
30
Properties=species:S:1:pos:R:3:lowdin_charge:R:1
C 2.15528 -0.57052 -2.91294 -0.0588
C 1.28096 0.27336 -2.07904 -0.2568
C 0.26851 1.09670 -2.48687 -0.0468
N -0.19144 1.92143 -1.43593 0.0835
C 0.49881 1.50611 -0.32620 -0.2130
C 0.17239 1.64075 1.03556 -0.0313
C 1.08112 1.17785 1.97827 -0.1038
C 2.20630 0.46717 1.53744 -0.1212
C 2.25440 -0.11189 0.29770 -0.0193
C 1.33688 0.40120 -0.66516 -0.1334
H 3.20898 -0.24273 -2.84037 0.0885
H 1.99726 -0.68115 -3.97384 0.0676
H 2.13208 -1.60884 -2.51279 0.0896
H -0.22025 1.03947 -3.42982 0.1091
H -0.63522 2.78757 -1.69211 0.1471
H -0.80615 1.89017 1.41200 0.0994
H 0.91810 1.24887 3.05844 0.1035
H 2.88650 0.12991 2.31122 0.0957
H 3.09400 -0.68792 -0.01577 0.1002
C -2.21316 -2.98609 1.16597 -0.1196
C -3.53286 -2.30300 1.65509 -0.3217
C -3.37466 -0.84443 1.83840 -0.1475
H -1.46229 -3.20903 1.90717 0.0536
H -2.33869 -3.99008 0.77337 0.0594
H -1.68108 -2.31767 0.48775 0.0642
H -3.88800 -2.76755 2.56526 0.0905
H -4.19839 -2.67617 0.86114 0.1028
H -4.34952 -0.36397 2.04296 0.0786
H -3.07536 -0.41651 0.87430 0.0665
H -2.54782 -0.48576 2.45077 0.0733
```

Output
HOMO level   -7.8483 eV

---

Record 6
The following is a DFT calculation (the ωB97M-V functional and the def2-TZVPD basis) of 8 unconnected molecules or ions with the total composition C22H42N2O6 in a non-equilibrium geometry.

Structure (XYZ):
```
72
Properties=species:S:1:pos:R:3:lowdin_charge:R:1
C 17.03181 3.37884 -18.20422 -0.0243
C 15.85841 4.33225 -18.23628 -0.4974
C 14.55022 3.77630 -17.67991 -0.0271
O 15.95464 5.47481 -18.57906 0.0811
H 17.90041 3.93883 -18.54877 0.0893
H 16.79958 2.56032 -18.88473 0.0948
H 17.21245 3.10775 -17.16963 0.0526
H 14.09942 4.19902 -16.78480 0.0766
H 14.84043 2.76888 -17.36132 0.0357
H 13.84566 3.70514 -18.50817 0.0841
C 9.75874 3.89959 -14.27383 -0.0151
C 10.15520 4.80873 -13.11044 -0.4999
C 11.59900 5.11452 -12.94812 -0.0331
O 9.35681 5.11898 -12.25691 0.0660
H 10.61747 3.45671 -14.77414 0.0458
H 9.26691 4.56260 -14.99135 0.0907
H 9.08854 3.10153 -13.96348 0.0832
H 12.26822 4.27967 -12.73045 0.0515
H 11.68129 5.71574 -12.03721 0.0890
H 12.05149 5.70422 -13.74985 0.0901
C 11.50040 1.51752 -16.79606 -0.0296
C 11.17281 1.18700 -18.24460 -0.4936
C 10.47250 -0.15772 -18.40696 -0.0252
O 11.60007 1.81885 -19.16917 0.0786
H 11.75673 2.57514 -16.74382 0.0683
H 12.32978 0.90415 -16.44763 0.0672
H 10.56954 1.33714 -16.25822 0.0725
H 9.95511 -0.27091 -19.35806 0.0808
H 9.76622 -0.33917 -17.59800 0.0715
H 11.23016 -0.94282 -18.35200 0.0873
C 18.77478 1.03418 -16.31085 -0.0229
C 20.05947 1.79753 -16.07461 -0.4915
C 21.35183 1.05647 -15.83662 -0.0129
O 20.04210 3.00799 -16.02379 0.0667
H 18.60714 1.07352 -17.38919 0.0871
H 17.98262 1.59910 -15.81882 0.0630
H 18.64996 0.02698 -15.92046 0.0485
H 22.10551 1.70353 -15.40418 0.0830
H 21.63583 0.81085 -16.87088 0.0964
H 21.21504 0.13728 -15.27066 0.0673
C 12.11189 1.99697 -10.19534 -0.0094
C 13.51884 2.36341 -10.50816 -0.4673
C 14.63753 1.63311 -9.79601 -0.0177
O 13.74117 3.08198 -11.46828 0.0307
H 11.78722 2.43240 -9.24764 0.0970
H 12.10869 0.91196 -10.07540 0.0863
H 11.50816 2.37263 -11.01472 0.0790
H 14.97637 2.11971 -8.88203 0.0883
H 15.52093 1.51102 -10.42079 0.0411
H 14.31693 0.60799 -9.59989 0.0806
C 18.54995 -1.58618 -13.44617 -0.0313
C 19.05810 -2.97473 -13.01109 -0.5013
C 20.53750 -3.20970 -13.16440 -0.0266
O 18.27921 -3.81548 -12.62682 0.0649
H 19.22202 -0.85428 -13.01018 0.0848
H 17.50952 -1.55687 -13.14782 0.0587
H 18.64304 -1.75355 -14.52445 0.0672
H 20.84061 -3.01144 -14.19390 0.0819
H 20.77293 -4.23724 -12.89004 0.0829
H 21.14058 -2.56182 -12.52647 0.0858
C 15.84292 -2.20056 -15.86650 -0.0520
C 15.41270 -0.80941 -16.04457 -0.2324
N 15.05260 0.26569 -16.20575 0.1709
H 16.71180 -2.41260 -16.48942 0.0850
H 15.11501 -2.89752 -16.28670 0.0862
H 15.97236 -2.40984 -14.80930 0.0740
C 15.09260 2.62201 -14.19595 -0.0895
C 15.80594 1.76018 -13.26991 -0.2641
N 16.43691 1.08935 -12.58071 0.1508
H 14.17068 2.14510 -14.52199 0.0650
H 15.69614 2.99843 -15.01603 0.0626
H 14.72669 3.51961 -13.69132 0.0717
```

Output
HOMO level   -9.2254 eV

---

In order of appearance, ΔE to the lowest compared entry with this formula, charge and spin = 21.9 0.0 118.0 0.0 39.7 46.4 kcal per mole.